# 1
The following is a DFT calculation (the ωB97M-V functional and the def2-TZVPD basis) of a molecular structure, C17H31MgN4O.

For the energy above the lowest of the compared OMol25 structures with the same formula, charge and spin, the calculation gives 810.1 kJ/mol. The LUMO energy is -8.5 eV. Its total charge is +1. The calculation puts the total energy at -31568.7839 eV. The highest occupied orbital energy is -11.92 eV.

Each line ends with the Mulliken charge.
Cartesian coordinates (Å):
Mg -3.445 -3.773 -5.529  0.91
C 0.574 -1.290 -2.903  -0.37
O -0.292 -2.274 -3.503  -0.29
H -0.020 -0.379 -2.976  0.26
H 0.616 -1.591 -1.856  0.25
H 1.519 -1.021 -3.374  0.25
C 7.977 -2.737 -3.383  -1.15
C 7.735 -1.269 -3.439  -0.46
C 7.887 -0.494 -2.073  -0.34
C 9.090 -0.734 -1.209  0.24
N 10.069 -0.817 -0.548  -0.41
H 7.304 -3.277 -2.718  0.30
H 8.964 -2.874 -2.942  0.33
H 7.953 -3.252 -4.344  0.34
H 6.798 -1.063 -3.958  0.33
H 8.388 -0.849 -4.204  0.30
H 6.995 -0.908 -1.603  0.23
H 7.790 0.579 -2.237  0.29
C -1.850 -3.238 3.191  -1.05
C -2.075 -4.548 3.983  -0.40
C -2.949 -5.683 3.263  -0.43
C -2.338 -6.056 1.928  0.22
N -1.907 -6.294 0.895  -0.42
H -2.642 -2.529 3.433  0.29
H -1.791 -3.373 2.111  0.31
H -0.984 -2.655 3.506  0.32
H -2.525 -4.425 4.968  0.33
H -1.062 -4.939 4.073  0.27
H -3.940 -5.317 2.994  0.25
H -3.117 -6.542 3.912  0.32
C -8.691 2.820 -2.176  -1.09
C -7.554 2.635 -1.225  -0.36
C -6.236 2.647 -1.938  -0.50
C -5.991 1.649 -2.972  0.36
N -5.922 0.886 -3.849  -0.46
H -8.726 3.891 -2.374  0.29
H -9.673 2.524 -1.806  0.31
H -8.482 2.313 -3.119  0.31
H -7.816 1.870 -0.494  0.35
H -7.612 3.579 -0.683  0.23
H -5.441 2.499 -1.207  0.28
H -6.104 3.685 -2.240  0.28
C 1.325 4.159 4.606  -1.17
C 2.412 4.604 3.532  -0.29
C 1.966 4.299 2.122  -0.54
C 0.698 4.795 1.623  0.26
N -0.367 5.160 1.319  -0.45
H 0.336 4.571 4.408  0.37
H 1.654 4.506 5.586  0.31
H 1.092 3.103 4.743  0.34
H 3.351 4.072 3.683  0.28
H 2.489 5.673 3.735  0.27
H 1.904 3.222 1.966  0.27
H 2.663 4.460 1.300  0.36

=====

# 2
The following is a DFT calculation (the ωB97M-V functional and the def2-TZVPD basis) of a molecular structure, C16H52NO13.

The LUMO energy is 1.4 eV. Its total charge is -1. The calculation puts the total energy at -45504.2816 eV. The highest occupied orbital energy is -5.78 eV.

Each line ends with the Mulliken charge.
Cartesian coordinates (Å):
N -19.263 -10.294 19.700  -0.19
O -19.908 -10.697 20.613  -0.55
O -19.697 -10.292 18.588  0.01
O -18.148 -9.800 19.908  0.74
C -20.608 -12.765 18.705  -0.94
O -21.403 -11.606 18.931  -0.38
H -19.728 -12.392 18.182  0.67
H -20.293 -13.303 19.600  0.29
H -21.186 -13.412 18.044  0.42
H -20.887 -10.882 19.293  -0.94
C -20.433 -5.715 20.661  -1.93
C -20.227 -7.068 21.400  -0.32
C -20.334 -8.300 20.514  0.14
O -18.892 -7.026 21.872  -0.76
H -19.625 -5.523 19.955  0.37
H -20.436 -4.893 21.377  0.46
H -21.400 -5.661 20.161  0.37
H -20.986 -7.136 22.179  0.42
H -21.342 -8.287 20.099  -0.97
H -20.113 -9.241 21.018  0.04
H -19.664 -8.236 19.656  -0.20
H -18.551 -7.920 21.790  1.87
C -17.890 -12.563 18.349  -1.53
C -16.575 -11.873 18.660  0.85
C -16.204 -10.734 17.666  -1.33
O -16.651 -11.248 19.876  -0.34
H -18.056 -13.282 19.152  0.65
H -17.735 -13.171 17.457  0.65
H -18.713 -11.863 18.207  -0.19
H -15.742 -12.571 18.747  0.42
H -16.027 -11.095 16.653  0.40
H -15.286 -10.174 17.847  0.41
H -16.955 -9.945 17.702  0.31
H -17.186 -10.459 19.758  -2.30
C -21.211 -8.241 18.261  -0.87
C -21.389 -9.390 17.283  -1.41
C -22.874 -9.654 16.995  -1.56
O -20.702 -9.153 16.114  -0.63
H -20.193 -7.906 18.460  0.95
H -21.585 -8.450 19.264  1.37
H -21.769 -7.356 17.953  0.59
H -21.018 -10.285 17.782  1.46
H -23.033 -10.405 16.221  0.33
H -23.310 -8.753 16.565  0.43
H -23.406 -9.867 17.921  0.23
H -20.647 -10.009 15.684  0.53
C -16.837 -7.543 22.689  -1.69
C -17.150 -8.519 21.565  0.26
C -16.312 -9.854 21.767  -1.11
O -18.475 -8.900 21.660  -0.73
H -17.500 -6.679 22.648  0.33
H -15.859 -7.062 22.675  0.43
H -17.014 -8.020 23.653  0.30
H -17.044 -8.010 20.607  -0.02
H -15.262 -9.624 21.584  0.26
H -16.774 -10.622 21.147  0.92
H -16.490 -10.298 22.747  0.43
H -18.663 -9.591 21.020  0.95
C -23.899 -9.316 21.902  -1.82
C -23.363 -9.333 20.454  1.21
C -22.296 -10.361 20.162  0.32
O -24.413 -9.596 19.554  -0.73
H -24.293 -8.317 22.087  0.40
H -23.141 -9.638 22.616  0.30
H -24.765 -9.971 21.992  0.41
H -22.975 -8.351 20.184  0.23
H -22.662 -11.346 20.451  0.63
H -21.352 -10.099 20.640  -0.82
H -22.041 -10.500 19.112  -0.42
H -24.567 -10.544 19.531  0.40
O -15.932 -9.064 19.551  -0.58
H -15.989 -8.632 18.699  0.43
H -16.809 -9.417 19.701  0.89
O -18.891 -8.896 17.191  -0.99
H -18.846 -9.420 17.990  -0.31
H -19.812 -8.931 16.932  0.98
O -20.879 -10.669 22.426  -0.79
H -20.491 -10.734 21.554  0.84
H -20.606 -9.810 22.748  0.48
O -17.794 -12.285 21.122  -1.04
H -17.134 -12.092 20.457  0.49
H -18.510 -11.678 20.934  0.13

=====

# 3
The following is a DFT calculation (the ωB97M-V functional and the def2-TZVPD basis) of 2 unconnected molecules or ions with the total composition C6H8ClN2OP.

For the energy above the lowest of the compared OMol25 structures with the same formula, charge and spin, the calculation gives 231.3 kJ/mol. The LUMO energy (alpha / beta) is -1.0 / -1.0 eV. The calculation puts the total energy at -33187.9922 eV. The highest occupied orbital energy (alpha / beta) is -8.82 / -8.82 eV.

Each line ends with the Mulliken charge.
Cartesian coordinates (Å):
C -2.147 1.614 0.440  -0.64
C -2.469 0.389 -0.010  -0.11
C -0.289 0.558 0.266  -0.02
C -2.000 -2.493 -0.860  -1.09
C -1.006 -1.659 -0.484  0.58
C 3.165 1.597 0.275  -0.88
N -0.694 1.699 0.627  -0.43
N -1.267 -0.339 -0.079  0.24
O 2.708 -0.766 -1.224  -0.52
P 2.402 -0.050 -0.021  0.85
Cl 2.803 -1.158 1.584  -0.21
H -2.768 2.460 0.748  0.37
H -3.433 0.165 -0.413  0.30
H -1.992 -3.521 -1.090  0.30
H -3.082 -2.277 -0.811  0.16
H 0.038 -2.070 -0.314  0.13
H 3.919 1.516 1.147  0.31
H 3.660 2.052 -0.557  0.34
H 2.451 2.284 0.777  0.31

=====

# 4
The following is a DFT calculation (the ωB97M-V functional and the def2-TZVPD basis) of 3 unconnected molecules or ions with the total composition C5H10N2O.

For the energy above the lowest of the compared OMol25 structures with the same formula, charge and spin, the calculation gives 713.6 kJ/mol. The LUMO energy (alpha / beta) is 0.9 / 0.8 eV. The calculation puts the total energy at -10367.9092 eV. The highest occupied orbital energy (alpha / beta) is -7.20 / -5.92 eV.

Each line ends with the Mulliken charge.
Cartesian coordinates (Å):
C -0.243 0.440 -0.470  0.90
C -0.643 -0.506 -1.562  -1.31
C -2.020 0.470 0.917  -1.31
C 0.310 -0.007 0.682  0.02
C 0.732 -0.498 1.804  -0.91
O -0.058 1.740 -0.801  -0.47
N 2.252 -0.156 -0.663  -0.12
N 3.089 -0.622 0.058  -0.37
H -0.411 1.905 -1.683  0.38
H 4.048 -0.706 -0.393  0.22
H -0.819 -1.503 -1.165  0.32
H -1.550 -0.155 -2.059  0.40
H 0.175 -0.555 -2.284  0.45
H -1.818 1.174 1.715  0.38
H -2.650 0.875 0.133  0.41
H -2.300 -0.531 1.223  0.37
H 0.122 -0.563 2.696  0.29
H 1.783 -0.801 1.851  0.35